[1]
{
  "formula": "C5H6O",
  "method": "wB97M-V/def2-TZVPD",
  "species": ["C", "C", "C", "O", "C", "C", "H", "H", "H", "H", "H", "H"],
  "coordinates": [[-1.9307, 1.7470, 0.5501], [-1.2680, 0.9029, -0.0012], [-0.3220, 0.1015, -0.7895], [-0.4738, -1.2623, -1.0591], [1.1175, -0.0596, -0.0300], [1.0568, -1.0528, 0.8707], [-2.5417, 2.4842, 1.0284], [-0.2564, 0.5530, -1.7843], [0.6665, -1.1059, -1.2351], [1.9682, 0.6158, -0.0610], [0.1311, -1.6234, 0.9518], [1.8525, -1.3005, 1.5593]],
  "forces_ev_per_a": [[0.2, -0.5, -0.2], [-0.4, 0.1, 0.2], [1.9, 1.1, 0.5], [2.5, -0.1, -1.6], [-1.2, 1.1, 1.2], [0.1, 0.5, 0.2], [0.2, -0.2, -0.1], [0.3, 0.8, 0.3], [-4.1, -3.0, -0.1], [-0.2, 0.1, -0.3], [0.4, 0.1, 0.1], [0.2, 0.1, -0.2]],
  "gap_ev": 10.202,
  "spin_multiplicity": 1,
  "lumo_ev": 0.57,
  "e_above_lowest_kcal_mol": 116.32,
  "e_tot_ev": -7324.240,
  "largest_force_ev_per_a": 5.1
}

---

[2]
{
  "formula": "C17H67O19P",
  "method": "wB97M-V/def2-TZVPD",
  "species": ["C", "C", "C", "O", "C", "C", "C", "C", "C", "C", "C", "C", "C", "C", "C", "C", "O", "C", "P", "C", "O", "H", "H", "H", "H", "H", "H", "H", "H", "H", "H", "H", "H", "H", "H", "H", "H", "H", "H", "H", "H", "H", "H", "H", "H", "H", "H", "H", "H", "H", "H", "H", "H", "H", "H", "H", "O", "H", "H", "O", "H", "H", "O", "H", "H", "O", "H", "H", "O", "H", "H", "O", "H", "H", "O", "H", "H", "O", "H", "H", "O", "H", "H", "O", "H", "H", "O", "H", "H", "O", "H", "H", "O", "H", "H", "O", "H", "H", "O", "H", "H", "O", "H", "H"],
  "coordinates": [[0.7488, 3.6874, 0.4084], [-0.2753, 3.2801, 1.1430], [-1.3345, 2.3010, 0.6623], [-0.9881, 1.8735, -0.6203], [-1.9840, 1.1142, -1.3096], [-1.2772, 0.5530, -2.5420], [-0.1604, -0.4618, -2.2677], [1.1798, 0.1229, -1.7739], [1.4087, -0.0582, -0.2338], [2.5702, -1.0346, 0.1115], [3.8298, -0.2627, 0.5314], [4.5319, 0.4082, -0.6681], [5.5200, -0.5664, -1.3673], [4.9526, -1.2330, -2.6520], [4.6965, -2.7549, -2.5230], [-2.7352, 0.0798, -0.4435], [-3.9723, 0.7259, 0.0015], [-4.2005, 0.6058, 1.3896], [-3.1828, -1.4878, -1.3898], [-4.7618, -1.1386, -2.2534], [-3.5860, -2.5619, -0.1513], [0.9482, 3.3426, -0.5971], [1.4475, 4.3912, 0.8314], [-0.3374, 3.6448, 2.1631], [-2.2998, 2.8208, 0.6832], [-1.3320, 1.4738, 1.3876], [-2.7447, 1.8121, -1.6680], [-1.9831, 0.1222, -3.2521], [-0.8455, 1.4204, -3.0429], [0.0479, -0.9576, -3.2219], [-0.4778, -1.2501, -1.5881], [2.0194, -0.3478, -2.2845], [1.2244, 1.1998, -1.9480], [1.6556, 0.9163, 0.1908], [0.4818, -0.3658, 0.2572], [2.2393, -1.6471, 0.9556], [2.7752, -1.7219, -0.7094], [4.5158, -0.9240, 1.0673], [3.5713, 0.5290, 1.2407], [3.7923, 0.7190, -1.4083], [5.0376, 1.3217, -0.3517], [6.4697, -0.0825, -1.5999], [5.7426, -1.3728, -0.6671], [3.9890, -0.7787, -2.8854], [5.5907, -1.0069, -3.5096], [4.8514, -3.0819, -1.4964], [5.3014, -3.3471, -3.2092], [3.6569, -2.9808, -2.7718], [-2.1583, -0.2921, 0.4055], [-3.7454, 1.4395, 1.9375], [-3.8913, -0.3651, 1.7755], [-5.2789, 0.6938, 1.5495], [-4.5032, -0.7714, -3.2472], [-5.2741, -2.0834, -2.3866], [-5.4187, -0.4160, -1.7691], [-2.9512, -3.2715, -0.2764], [1.7120, 5.4743, 2.9034], [0.8749, 5.9510, 2.9489], [2.3542, 6.1722, 2.7318], [0.1345, -2.1717, -5.0732], [1.0140, -2.3721, -5.4099], [-0.2550, -1.6069, -5.7480], [0.2758, -3.4242, -0.4625], [0.1173, -2.8266, 0.2772], [0.3746, -2.8403, -1.2211], [-0.3807, -2.3397, 2.3460], [-1.2356, -1.9898, 2.6310], [0.1767, -2.2393, 3.1245], [-1.4017, 6.1258, 3.7640], [-2.2488, 6.5113, 4.0057], [-1.4398, 5.2289, 4.1096], [1.3882, 8.3221, 2.3237], [0.4426, 8.4528, 2.1997], [1.6168, 8.9091, 3.0516], [-1.5209, -0.3608, 4.0778], [-2.2857, 0.1807, 4.2954], [-0.8420, 0.2751, 3.8261], [-1.9464, -4.8056, 2.7818], [-2.7240, -4.2858, 3.0026], [-1.2718, -4.1525, 2.5381], [-1.1113, -7.4298, 4.0243], [-0.3465, -7.7530, 3.5371], [-1.5149, -6.7919, 3.4200], [3.5921, -0.7427, -5.5891], [4.1009, -1.5163, -5.8492], [4.2208, -0.2015, -5.1036], [-2.1859, 2.4997, -5.0167], [-1.2667, 2.7527, -5.1437], [-2.4707, 3.0069, -4.2487], [-4.8501, 2.3930, -2.3096], [-5.5542, 2.3672, -2.9647], [-4.9955, 1.6205, -1.7499], [3.1743, 5.4550, 5.4650], [3.0056, 4.5682, 5.7990], [2.7539, 5.4619, 4.5915], [3.3380, 2.1341, 6.0521], [4.1272, 1.6399, 6.2931], [2.7847, 2.0944, 6.8384], [0.1337, -10.1189, 3.0088], [-0.3224, -9.7244, 3.7611], [-0.4940, -10.7638, 2.6714], [-7.1785, -2.7392, -3.5480], [-7.2736, -3.6350, -3.2084], [-7.6934, -2.7393, -4.3608]],
  "forces_ev_per_a": [[0.2, 0.1, 0.1], [0.0, -0.3, -0.5], [1.0, 0.9, 0.5], [-0.3, -0.5, 0.2], [0.1, -0.2, -0.5], [0.4, -0.1, 0.5], [0.8, 0.2, -0.7], [-0.4, 0.1, 1.3], [0.6, -0.1, -0.7], [-0.5, 0.6, 0.8], [-0.1, 0.3, -0.4], [0.4, -0.6, 0.0], [-0.3, -0.1, -0.3], [-0.2, 0.0, 0.3], [-0.2, 0.3, -0.3], [-1.4, 0.1, -0.7], [0.9, -0.3, 0.4], [-0.8, 0.3, 0.0], [0.8, -0.7, -0.5], [0.3, 0.4, 0.6], [-0.3, 0.9, -0.2], [-0.3, -0.1, 0.0], [0.1, 0.0, 0.1], [-0.2, 0.0, 0.0], [-0.2, -0.2, 0.0], [-0.3, -0.1, -0.1], [-0.1, 0.0, 0.1], [-0.2, 0.1, 0.1], [0.1, -0.1, -0.1], [-0.2, 0.0, 0.2], [-0.2, 0.1, 0.0], [-0.1, 0.0, -0.2], [0.0, -0.1, -0.4], [-0.1, 0.0, 0.1], [0.0, -0.1, -0.1], [0.1, -0.1, 0.0], [0.0, 0.0, -0.1], [0.2, 0.0, -0.1], [-0.3, -0.2, 0.1], [-0.1, 0.1, 0.1], [0.1, -0.1, 0.1], [-0.1, 0.1, 0.1], [0.2, 0.1, 0.1], [0.1, 0.1, 0.0], [0.1, -0.2, 0.1], [0.1, -0.2, -0.1], [0.2, 0.0, 0.2], [0.0, 0.0, 0.0], [0.1, 0.2, 0.1], [0.3, -0.2, 0.1], [0.2, 0.0, 0.1], [0.0, -0.1, 0.0], [0.0, 0.0, 0.0], [-0.1, -0.1, 0.0], [-0.1, -0.2, 0.1], [0.1, -0.3, 0.2], [0.2, -0.1, 0.2], [0.0, 0.1, 0.0], [-0.2, 0.1, -0.3], [0.0, -0.1, -0.2], [0.1, 0.1, 0.1], [0.0, 0.0, 0.0], [-0.1, -0.1, 0.0], [0.0, 0.0, 0.2], [0.0, -0.1, -0.1], [-0.2, -0.2, -0.1], [0.1, 0.3, 0.0], [0.1, 0.0, 0.0], [0.0, 0.0, 0.0], [0.0, 0.1, 0.0], [0.1, 0.0, 0.0], [0.0, 0.1, 0.1], [0.0, 0.0, -0.1], [0.0, 0.0, 0.0], [0.0, 0.1, -0.1], [-0.1, 0.0, 0.0], [0.1, 0.0, 0.0], [0.0, 0.0, -0.1], [-0.1, -0.1, 0.0], [0.0, -0.1, 0.0], [0.1, -0.2, -0.1], [0.0, 0.1, -0.1], [0.0, 0.2, 0.1], [-0.1, -0.1, -0.2], [0.0, 0.0, 0.0], [0.0, 0.0, 0.1], [0.0, 0.1, -0.1], [0.0, 0.0, 0.0], [-0.1, -0.1, 0.0], [-0.1, 0.1, -0.2], [0.0, 0.0, 0.0], [0.1, 0.1, 0.2], [0.0, 0.1, 0.0], [0.2, -0.1, -0.1], [-0.1, -0.2, 0.2], [-0.1, 0.0, 0.1], [0.1, 0.0, -0.1], [0.0, 0.0, 0.0], [0.0, 0.0, 0.1], [-0.1, -0.1, 0.0], [0.0, 0.0, -0.1], [-0.1, -0.1, -0.1], [0.0, 0.0, 0.0], [0.0, 0.0, 0.0]],
  "gap_ev": 7.680,
  "spin_multiplicity": 1,
  "lumo_ev": -0.28,
  "e_tot_ev": -66905.930,
  "largest_force_ev_per_a": 1.6
}

---

[3]
{
  "formula": "C4H10N4",
  "method": "wB97M-V/def2-TZVPD",
  "species": ["C", "N", "N", "C", "C", "N", "C", "N", "H", "H", "H", "H", "H", "H", "H", "H", "H", "H"],
  "coordinates": [[3.1672, -0.4152, 0.3420], [2.4532, 0.4261, -0.3499], [1.3630, -0.5195, -0.6982], [0.1667, -0.0396, -0.3276], [-0.0356, 1.5312, -0.0447], [-1.5242, 1.4586, -0.1074], [-0.8097, -1.1540, -0.6646], [-1.8822, -1.2377, 0.4160], [2.6296, -1.3479, 0.6005], [4.0303, -0.2003, 1.1780], [0.2934, 2.3006, -0.8755], [0.4399, 1.6908, 1.1185], [-1.7361, 2.6256, -0.1705], [-1.9531, 1.0397, 0.7524], [-0.3043, -2.1232, -0.8562], [-1.4856, -0.8811, -1.6919], [-2.9463, -1.2199, -0.0949], [-1.8660, -1.9341, 1.4738]],
  "forces_ev_per_a": [[0.4, 1.5, 3.2], [0.9, -3.2, 0.7], [-2.8, 3.0, 1.3], [5.4, -0.7, -3.3], [-0.8, -2.7, 2.0], [-0.6, 6.2, 0.4], [-3.9, 0.6, -0.7], [-3.6, -1.7, 1.4], [1.0, -0.1, -0.5], [-1.7, 0.3, -2.9], [0.0, -2.1, 1.9], [-1.1, 0.2, -3.4], [-0.2, -4.3, 0.6], [0.7, 0.7, -1.0], [0.0, 0.9, 0.2], [2.1, -0.6, 2.8], [4.1, -0.6, 2.4], [0.3, 2.5, -5.1]],
  "gap_ev": 9.503,
  "spin_multiplicity": 1,
  "lumo_ev": 0.54,
  "e_above_lowest_kcal_mol": 172.80,
  "e_tot_ev": -10263.358,
  "largest_force_ev_per_a": 6.3
}